DFT (ωB97M-V/def2-TZVPD) results for a 12-piece molecular cluster, C66H151N5O12 overall in a non-equilibrium geometry.

Each atom is followed by the atoms it is bonded to, with distances in Å.
Positions of all 234 atoms, in Å:
1 O 6.2412 3.0503 -4.4523  C63 1.367, H135 0.960
2 O -5.2614 5.4304 -1.4107  N15 1.365, H234 0.960
3 O -0.5881 -6.8208 -2.2002  C30 1.418, H137 0.960
4 O -1.6483 0.3952 -4.1002  N13 1.424, H140 0.960
5 O 6.3713 -8.5363 0.6191  N17 1.462, H214 0.960
6 O -3.0135 -5.2823 4.9446  C27 1.376, H213 0.960
7 O 0.7040 -1.0757 -2.6771  C81 1.412, H217 0.960
8 O -7.6746 -1.1942 -0.6428  C57 1.350, H143 0.960
9 O 6.0928 -3.4426 -5.5428  C36 1.454, H207 0.960
10 O -5.1491 4.2878 6.3428  N14 1.352, H211 0.960
11 O 1.9492 2.1184 1.7459  N16 1.384, H181 0.960
12 O 1.9290 0.9622 4.8565  C42 1.385, H194 0.960
13 N -2.3183 -0.2630 -5.1706  O4 1.424, C29 1.527, C55 1.519
14 N -4.4151 3.4566 5.5692  O10 1.352, C44 1.507, C80 1.499
15 N -4.1206 4.9270 -1.9655  O2 1.365, C18 1.425, C79 1.494
16 N 3.0267 2.8644 2.1922  O11 1.384, C43 1.504, C59 1.537
17 N 5.7966 -7.2041 0.7981  O5 1.462, C40 1.439, C78 1.458
18 C -3.7330 5.5252 -3.1996  N15 1.425, C50 1.587, C68 1.561, C76 1.544
19 C -4.4305 -0.8125 -6.2417  C29 1.553, C34 1.614, H198 1.090, H228 1.090
20 C -6.5192 -0.2705 1.2083  C57 1.568, H129 1.090, H141 1.090, H189 1.090
21 C 5.7112 -4.9629 1.7696  C40 1.572, C49 1.553, H110 1.090, H233 1.090
22 C -1.2178 -2.4116 -4.8412  C55 1.532, H114 1.090, H158 1.090, H226 1.090
23 C 0.0845 -0.1902 5.7205  C42 1.527, H136 1.090, H147 1.090, H203 1.090
24 C -4.3084 1.1609 -4.7164  C29 1.542, H161 1.090, H164 1.090, H174 1.090
25 C -1.9997 -3.7409 3.4781  C27 1.531, H118 1.090, H127 1.090, H142 1.090
26 C 3.8010 -8.2194 2.0415  C78 1.551, H95 1.090, H102 1.090, H151 1.090
27 C -2.4456 -4.0291 4.9146  O6 1.376, C25 1.531, C66 1.464, H216 1.090
28 C -2.3667 -1.8427 -7.1183  C34 1.452, C55 1.541, H131 1.090, H170 1.090
29 C -3.8228 -0.2893 -4.9119  N13 1.527, C19 1.553, C24 1.542, C71 1.517
30 C -0.6251 -5.4123 -2.0446  O3 1.418, C39 1.473, C61 1.573, H138 1.090
31 C -6.6262 2.7871 4.3394  C44 1.620, H103 1.090, H175 1.090, H185 1.090
32 C 3.7615 -7.9216 -0.4349  C78 1.541, H115 1.090, H160 1.090, H231 1.090
33 C 0.9855 1.2076 -1.9844  C81 1.508, H179 1.090, H222 1.090, H223 1.090
34 C -3.7396 -2.1701 -6.7762  C19 1.614, C28 1.452, H87 1.090, H94 1.090
35 C 6.5814 -6.9828 3.1342  C40 1.555, H106 1.090, H171 1.090, H188 1.090
36 C 5.3333 -3.5664 -4.3090  O9 1.454, C47 1.520, C62 1.542, H122 1.090
37 C 3.6559 -6.0039 0.8745  C49 1.536, C78 1.521, H116 1.090, H187 1.090
38 C -2.6738 2.2871 3.5711  C51 1.570, C69 1.553, H155 1.090, H191 1.090
39 C 0.6108 -5.2417 -1.2609  C30 1.473, H86 1.090, H105 1.090, H201 1.090
40 C 6.4749 -6.3361 1.7246  N17 1.439, C21 1.572, C35 1.555, C74 1.529
41 C -1.8374 3.9978 -1.4398  C60 1.454, C79 1.594, H132 1.090, H159 1.090
42 C 1.3304 0.6252 6.0597  O12 1.385, C23 1.527, C73 1.566, H139 1.090
43 C 2.6343 4.2567 2.6035  N16 1.504, C46 1.569, C54 1.566, C70 1.488
44 C -5.0874 3.2813 4.2319  N14 1.507, C31 1.620, C67 1.502, C69 1.594
45 C 4.8397 1.2185 1.8544  C59 1.555, H84 1.090, H99 1.090, H232 1.090
46 C 3.9232 4.8387 3.2831  C43 1.569, C77 1.563, H166 1.090, H196 1.090
47 C 4.1819 -2.5750 -4.2897  C36 1.520, H100 1.090, H128 1.090, H149 1.090
48 C -3.7911 3.6399 0.0580  C79 1.542, H123 1.090, H144 1.090, H200 1.090
49 C 4.1646 -4.9899 1.9101  C21 1.553, C37 1.536, H178 1.090, H227 1.090
50 C -3.5116 7.0967 -3.2314  C18 1.587, H101 1.090, H163 1.090, H208 1.090
51 C -2.1901 2.4426 5.0563  C38 1.570, C80 1.532, H104 1.090, H157 1.090
52 C -2.8382 6.0168 -0.0635  C79 1.569, H119 1.090, H199 1.090, H221 1.090
53 C -0.2119 -0.8469 -6.4024  C55 1.524, H124 1.090, H153 1.090, H192 1.090
54 C 1.4528 4.1841 3.6286  C43 1.566, H93 1.090, H126 1.090, H145 1.090
55 C -1.5575 -1.3568 -5.8997  N13 1.519, C22 1.532, C28 1.541, C53 1.524
56 C -6.3500 -2.7456 0.4369  C57 1.555, H89 1.090, H108 1.090, H220 1.090
57 C -7.2741 -1.5073 0.6077  O8 1.350, C20 1.568, C56 1.555, H117 1.090
58 C 4.2553 2.3165 -5.4253  C63 1.497, H134 1.090, H186 1.090, H209 1.090
59 C 4.3612 2.6448 1.4613  N16 1.537, C45 1.555, C64 1.533, C82 1.621
60 C -1.2855 4.6647 -2.6086  C41 1.454, C68 1.561, H91 1.090, H230 1.090
61 C -1.9747 -4.8967 -1.4226  C30 1.573, H109 1.090, H121 1.090, H202 1.090
62 C 4.9402 -5.0055 -3.9202  C36 1.542, H97 1.090, H125 1.090, H148 1.090
63 C 5.2447 3.4340 -5.3052  O1 1.367, C58 1.497, C75 1.581, H184 1.090
64 C 4.3996 2.8105 -0.0622  C59 1.533, H85 1.090, H190 1.090, H229 1.090
65 C -2.7670 3.4525 7.2785  C80 1.553, H204 1.090, H205 1.090, H210 1.090
66 C -1.4062 -3.8582 5.9312  C27 1.464, H113 1.090, H172 1.090, H183 1.090
67 C -5.0831 4.4958 3.3488  C44 1.502, H120 1.090, H152 1.090, H167 1.090
68 C -2.4378 4.7810 -3.6546  C18 1.561, C60 1.561, H90 1.090, H154 1.090
69 C -4.2180 2.2203 3.4202  C38 1.553, C44 1.594, H177 1.090, H182 1.090
70 C 2.1902 5.1177 1.4737  C43 1.488, H112 1.090, H130 1.090, H176 1.090
71 C -4.2749 -1.1652 -3.7584  C29 1.517, H133 1.090, H173 1.090, H206 1.090
72 C -2.3034 5.0110 5.3699  C80 1.593, H88 1.090, H111 1.090, H146 1.090
73 C 2.4383 -0.1334 6.8655  C42 1.566, H180 1.090, H212 1.090, H224 1.090
74 C 7.8646 -6.0583 1.1514  C40 1.529, H197 1.090, H218 1.090, H225 1.090
75 C 5.9102 3.6694 -6.7202  C63 1.581, H92 1.090, H96 1.090, H107 1.090
76 C -4.8347 5.1632 -4.2195  C18 1.544, H98 1.090, H150 1.090, H165 1.090
77 C 5.1197 4.9938 2.2897  C46 1.563, C82 1.526, H169 1.090, H215 1.090
78 C 4.3488 -7.3578 0.8737  N17 1.458, C26 1.551, C32 1.541, C37 1.521
79 C -3.1449 4.6987 -0.8580  N15 1.494, C41 1.594, C48 1.542, C52 1.569
80 C -2.9324 3.5950 5.7406  N14 1.499, C51 1.532, C65 1.553, C72 1.593
81 C 0.8110 -0.2274 -1.5533  O7 1.412, C33 1.508, C83 1.491, H195 1.090
82 C 5.5818 3.5706 1.9920  C59 1.621, C77 1.526, H168 1.090, H193 1.090
83 C -0.3881 -0.4344 -0.6925  C81 1.491, H156 1.090, H162 1.090, H219 1.090
84 H 5.8800 0.9603 1.6568  C45 1.090
85 H 5.1911 2.3258 -0.6337  C64 1.090
86 H 0.5130 -5.5188 -0.2112  C39 1.090
87 H -4.1723 -2.6282 -7.6656  C34 1.090
88 H -2.3018 5.2375 4.3038  C72 1.090
89 H -6.8571 -3.4197 -0.2533  C56 1.090
90 H -2.7223 3.7644 -3.9264  C68 1.090
91 H -0.4302 4.0455 -2.8794  C60 1.090
92 H 5.1707 3.8921 -7.4894  C75 1.090
93 H 0.6136 3.7183 3.1120  C54 1.090
94 H -3.6647 -2.8529 -5.9299  C34 1.090
95 H 4.1039 -9.2448 1.8292  C26 1.090
96 H 6.6630 4.4346 -6.5305  C75 1.090
97 H 3.9132 -5.1742 -3.5962  C62 1.090
98 H -5.8017 5.6003 -3.9707  C76 1.090
99 H 4.6222 1.0425 2.9079  C45 1.090
100 H 3.3513 -2.8159 -4.9532  C47 1.090
101 H -3.5291 7.4554 -4.2605  C50 1.090
102 H 2.7256 -8.3957 2.0195  C26 1.090
103 H -6.5896 1.8807 4.9438  C31 1.090
104 H -2.2275 1.4925 5.5893  C51 1.090
105 H 1.4263 -5.7626 -1.7627  C39 1.090
106 H 5.7045 -6.6699 3.7009  C35 1.090
107 H 6.4095 2.7530 -7.0348  C75 1.090
108 H -6.1813 -3.2253 1.4010  C56 1.090
109 H -2.4440 -5.7465 -0.9271  C61 1.090
110 H 5.9980 -4.3340 2.6124  C21 1.090
111 H -2.8358 5.9018 5.7034  C72 1.090
112 H 1.3526 4.7838 0.8614  C70 1.090
113 H -0.7460 -4.6803 6.2075  C66 1.090
114 H -0.1874 -2.7648 -4.8827  C22 1.090
115 H 4.0476 -8.9425 -0.6880  C32 1.090
116 H 3.8141 -5.5282 -0.0934  C37 1.090
117 H -8.1184 -1.6807 1.2750  C57 1.090
118 H -2.7678 -3.7940 2.7066  C25 1.090
119 H -2.6509 6.8975 -0.6778  C52 1.090
120 H -5.6775 4.2840 2.4600  C67 1.090
121 H -2.6502 -4.5123 -2.1869  C61 1.090
122 H 6.0299 -3.1468 -3.5832  C36 1.090
123 H -2.9943 3.1406 0.6094  C48 1.090
124 H -0.3858 0.1243 -6.8657  C53 1.090
125 H 5.7678 -5.4350 -3.3556  C62 1.090
126 H 1.0685 5.1301 4.0101  C54 1.090
127 H -1.0612 -4.2662 3.3014  C25 1.090
128 H 3.7769 -2.4318 -3.2879  C47 1.090
129 H -6.1511 -0.5319 2.2004  C20 1.090
130 H 1.8641 6.0812 1.8654  C70 1.090
131 H -1.8343 -2.7233 -7.4779  C28 1.090
132 H -1.1531 3.9374 -0.5936  C41 1.090
133 H -5.0966 -0.6483 -3.2628  C71 1.090
134 H 3.3826 2.7629 -5.9018  C58 1.090
135 H 6.7678 3.7937 -4.1496  O1 0.960
136 H -0.4855 -0.4711 6.6061  C23 1.090
137 H -0.8302 -7.1962 -1.3505  O3 0.960
138 H -0.4457 -5.0431 -3.0543  C30 1.090
139 H 1.0940 1.5002 6.6652  C42 1.090
140 H -1.6996 1.3024 -4.4101  O4 0.960
141 H -5.5759 0.0438 0.7617  C20 1.090
142 H -1.7765 -2.6774 3.3932  C25 1.090
143 H -8.2715 -1.8784 -0.9545  O8 0.960
144 H -4.4579 4.0570 0.8126  C48 1.090
145 H 1.6817 3.6124 4.5279  C54 1.090
146 H -1.3395 5.3450 5.7538  C72 1.090
147 H 0.4738 -0.9621 5.0566  C23 1.090
148 H 4.8557 -5.5515 -4.8598  C62 1.090
149 H 4.4341 -1.6054 -4.7191  C47 1.090
150 H -4.4973 5.6197 -5.1500  C76 1.090
151 H 4.0870 -7.8931 3.0414  C26 1.090
152 H -5.5872 5.3377 3.8233  C67 1.090
153 H 0.6006 -0.7591 -5.6811  C53 1.090
154 H -2.1176 5.1564 -4.6265  C68 1.090
155 H -2.3917 3.1013 2.9035  C38 1.090
156 H -1.2633 -0.2342 -1.3106  C83 1.090
157 H -1.1186 2.5902 4.9213  C51 1.090
158 H -1.7556 -3.3579 -4.8990  C22 1.090
159 H -2.0529 2.9563 -1.6787  C41 1.090
160 H 4.0830 -7.3610 -1.3127  C32 1.090
161 H -4.0562 1.4371 -3.6925  C24 1.090
162 H -0.4523 -1.4805 -0.3930  C83 1.090
163 H -2.5119 7.2953 -2.8451  C50 1.090
164 H -5.3958 1.2259 -4.6796  C24 1.090
165 H -4.7985 4.0777 -4.3119  C76 1.090
166 H 4.2045 4.2420 4.1508  C46 1.090
167 H -4.1293 4.8216 2.9338  C67 1.090
168 H 5.9770 3.0510 2.8649  C82 1.090
169 H 5.9854 5.5145 2.6992  C77 1.090
170 H -2.3496 -1.1171 -7.9315  C28 1.090
171 H 7.4667 -6.6371 3.6679  C35 1.090
172 H -0.8411 -2.9572 5.6928  C66 1.090
173 H -4.7807 -2.0852 -4.0511  C71 1.090
174 H -3.8441 1.9005 -5.3687  C24 1.090
175 H -7.0257 2.3917 3.4055  C31 1.090
176 H 2.9439 5.5257 0.8001  C70 1.090
177 H -4.6266 1.2243 3.5905  C69 1.090
178 H 3.9505 -5.2693 2.9417  C49 1.090
179 H 0.0600 1.6609 -2.3394  C33 1.090
180 H 3.4688 0.2207 6.8388  C73 1.090
181 H 1.7457 1.5429 2.4868  O11 0.960
182 H -4.4465 2.3196 2.3590  C69 1.090
183 H -1.8158 -3.4679 6.8629  C66 1.090
184 H 4.6997 4.2508 -4.8320  C63 1.090
185 H -7.2659 3.5214 4.8290  C31 1.090
186 H 4.0347 1.7767 -4.5044  C58 1.090
187 H 2.5706 -6.0110 0.9755  C37 1.090
188 H 6.7390 -8.0521 2.9928  C35 1.090
189 H -7.1330 0.5533 1.5726  C20 1.090
190 H 4.1329 3.8285 -0.3460  C64 1.090
191 H -2.2837 1.3959 3.0796  C38 1.090
192 H 0.2489 -1.5754 -7.0695  C53 1.090
193 H 6.3321 3.8166 1.2406  C82 1.090
194 H 2.4081 1.7936 4.8839  O12 0.960
195 H 1.5856 -0.6596 -0.9199  C81 1.090
196 H 3.5156 5.7701 3.6761  C46 1.090
197 H 8.3630 -6.9943 0.8988  C74 1.090
198 H -5.4668 -1.0674 -6.0199  C19 1.090
199 H -2.1128 5.9062 0.7425  C52 1.090
200 H -4.2870 2.8185 -0.4591  C48 1.090
201 H 1.0286 -4.2354 -1.2909  C39 1.090
202 H -1.9170 -4.0982 -0.6829  C61 1.090
203 H -0.5740 0.3152 5.0141  C23 1.090
204 H -1.7763 3.1785 7.6413  C65 1.090
205 H -3.5155 2.7702 7.6812  C65 1.090
206 H -3.5174 -1.4000 -3.0106  C71 1.090
207 H 6.8537 -4.0155 -5.4222  O9 0.960
208 H -4.2198 7.5393 -2.5309  C50 1.090
209 H 4.6205 1.5057 -6.0556  C58 1.090
210 H -3.0539 4.3693 7.7936  C65 1.090
211 H -5.0143 5.1721 5.9941  O10 0.960
212 H 2.2703 -0.1583 7.9422  C73 1.090
213 H -2.4797 -5.8515 4.3854  O6 0.960
214 H 6.2922 -8.6664 -0.3287  O5 0.960
215 H 4.8108 5.4741 1.3613  C77 1.090
216 H -3.2913 -3.3733 5.1212  C27 1.090
217 H -0.1436 -0.8831 -3.0846  O7 0.960
218 H 7.7686 -5.4449 0.2556  C74 1.090
219 H -0.3527 0.1608 0.2199  C83 1.090
220 H -5.4467 -2.3908 -0.0593  C56 1.090
221 H -3.7308 6.4609 0.3772  C52 1.090
222 H 1.0628 1.8424 -1.1016  C33 1.090
223 H 1.7650 1.3191 -2.7381  C33 1.090
224 H 2.4231 -1.1649 6.5136  C73 1.090
225 H 8.4122 -5.3461 1.7686  C74 1.090
226 H -1.4310 -2.2327 -3.7874  C22 1.090
227 H 3.7032 -4.0364 1.6532  C49 1.090
228 H -4.3743 -0.0079 -6.9749  C19 1.090
229 H 3.5730 2.2709 -0.5244  C64 1.090
230 H -0.8073 5.6123 -2.3605  C60 1.090
231 H 2.6753 -7.8938 -0.3487  C32 1.090
232 H 4.2543 0.5569 1.2158  C45 1.090
233 H 6.0399 -4.2993 0.9698  C21 1.090
234 H -5.9922 4.9278 -1.7781  O2 0.960

Calculated values
HOMO energy = -8.2123 eV
2S+1 = 1
Kohn-Sham gap = 8.5 eV
relative energy (zero: lowest compared OMol25 entry of this formula, charge and spin) = 170.6 kcal/mol